#one
The following is a quantum chemistry calculation of one molecule with the formula C4H4ClNOS, from the Open Molecules 2025 dataset.

Cartesian coordinates (Å):
O  -0.570  2.117  -0.700
C  -0.293  1.041  -0.266
C  -0.029  0.667  1.232
Cl  1.481  1.536  1.772
C  0.164  -0.830  1.177
C  -0.001  -1.226  -0.100
N  -0.058  -0.172  -0.995
S  -0.589  -0.333  -2.575
H  -0.842  0.994  1.923
H  0.246  -1.530  2.055
H  -0.119  -2.290  -0.432
H  0.611  0.025  -3.092

Output
HOMO energy in eV: -9.103
Gap between HOMO and LUMO in eV: 9.50
Spin multiplicity: 1
E_LUMO in Eh: 0.014


#two
The following is a quantum chemistry calculation of one molecule with the formula C4H4ClNOS, from the Open Molecules 2025 dataset.

Cartesian coordinates (Å):
C  0.201  0.846  -0.744
C  -0.530  0.157  0.073
C  1.526  0.349  -1.276
C  -1.591  -0.201  0.911
N  0.944  -1.498  0.093
O  1.866  -0.838  -0.706
S  2.435  0.994  -2.432
Cl  -2.200  1.272  1.821
H  -0.057  1.838  -1.047
H  -1.474  -0.787  1.768
H  -2.513  -0.704  0.494
H  1.394  -1.428  1.044

Output
HOMO energy (alpha / beta) in eV: -9.180 / -9.179
Gap between HOMO and LUMO (alpha / beta) in eV: 8.24 / 8.24
Spin multiplicity: 1
E_LUMO (alpha / beta) in Eh: -0.035 / -0.035


Most stable: #one


#one
The following is a quantum chemistry calculation of one molecule with the formula C5H9NO3, from the Open Molecules 2025 dataset.

Cartesian coordinates (Å):
C  2.753  0.904  -0.032
C  2.572  -0.624  0.025
C  1.162  -1.209  -0.077
N  0.085  -0.520  -0.092
O  -0.926  -1.434  -0.022
C  -2.156  -0.855  -0.006
O  -3.158  -1.503  -0.002
O  -2.092  0.454  -0.086
C  -3.321  1.192  0.018
H  2.348  1.389  0.913
H  3.846  1.188  -0.092
H  2.245  1.375  -0.847
H  2.985  -1.027  0.965
H  3.171  -1.143  -0.736
H  1.116  -2.315  0.007
H  -3.788  1.155  -0.952
H  -2.930  2.179  0.201
H  -3.912  0.794  0.815

Output
HOMO energy in eV: -10.095
Gap between HOMO and LUMO in eV: 11.00
Spin multiplicity: 1
E_LUMO in Eh: 0.033


#two
The following is a quantum chemistry calculation of C5H9NO3 as an isolated structure, from the Open Molecules 2025 dataset.

Cartesian coordinates (Å):
C  -1.410  -0.082  -1.076
C  1.973  -0.440  0.651
C  0.110  1.714  -0.010
N  0.925  -0.566  -0.346
C  -2.118  -0.457  0.209
C  -0.230  0.243  -0.139
O  0.571  -1.919  -0.500
O  -3.199  -0.842  0.513
O  -1.056  -0.208  1.014
H  0.187  -2.249  0.334
H  -1.832  0.755  -1.624
H  -1.231  -0.920  -1.745
H  2.445  0.532  0.549
H  1.594  -0.567  1.673
H  2.711  -1.211  0.438
H  0.631  1.906  0.923
H  0.733  2.012  -0.849
H  -0.807  2.299  -0.014

Output
HOMO energy in eV: -9.811
Gap between HOMO and LUMO in eV: 10.58
Spin multiplicity: 1
E_LUMO in Eh: 0.028


#three
The following is a quantum chemistry calculation of a 2-piece molecular cluster, C5H9NO3 overall, from the Open Molecules 2025 dataset.

Cartesian coordinates (Å):
C  -3.016  -1.817  -1.759
C  -1.871  -1.027  -1.187
C  -2.031  0.485  -0.927
O  -0.780  0.775  -1.597
C  -0.624  -0.589  -2.011
C  0.274  -1.379  -1.047
O  1.304  -1.993  -1.206
N  -1.004  -1.721  -0.237
H  -2.662  -2.777  -2.155
H  -3.759  -2.021  -0.974
H  -3.500  -1.256  -2.568
H  -2.874  0.948  -1.456
H  -2.016  0.795  0.127
H  -0.520  -0.747  -3.090
H  -1.288  -2.311  0.537
O  1.170  -0.491  1.094
H  1.040  0.427  0.829
H  0.123  -0.875  1.232

Output
HOMO energy in eV: -9.760
Gap between HOMO and LUMO in eV: 10.35
Spin multiplicity: 1
E_LUMO in Eh: 0.022


Most stable: #two


#one
The following is a quantum chemistry calculation of one molecule with the formula C3H4N2O2S, from the Open Molecules 2025 dataset.

Cartesian coordinates (Å):
C  0.234  1.036  -0.855
C  0.801  2.730  -2.582
C  0.357  -0.654  0.812
N  2.202  0.726  -1.629
N  0.008  2.268  -1.495
O  0.491  3.557  -3.383
O  -0.085  0.711  0.406
S  2.187  1.550  -2.916
H  0.912  -0.586  1.698
H  0.985  -0.858  -0.117
H  -0.569  -1.309  0.862
H  -0.640  2.969  -0.996

Output
HOMO energy (alpha / beta) in eV: -7.758 / -7.826
Gap between HOMO and LUMO (alpha / beta) in eV: 7.09 / 7.60
Spin multiplicity: 1
E_LUMO (alpha / beta) in Eh: -0.025 / -0.008


#two
The following is a quantum chemistry calculation of one molecule with the formula C3H4N2O2S, from the Open Molecules 2025 dataset.

Cartesian coordinates (Å):
O  2.941  0.456  0.011
C  1.999  -0.550  0.236
C  0.569  -0.105  -0.069
N  0.285  1.121  -0.111
O  -1.037  1.529  -0.345
C  -2.002  0.749  0.226
N  -2.015  -0.478  0.452
S  -0.667  -1.338  -0.250
H  2.538  1.259  0.384
H  2.118  -0.787  1.317
H  2.299  -1.364  -0.430
H  -2.798  1.341  0.660

Output
HOMO energy in eV: -9.230
Gap between HOMO and LUMO in eV: 9.77
Spin multiplicity: 1
E_LUMO in Eh: 0.020


#three
The following is a quantum chemistry calculation of one molecule with the formula C3H4N2O2S, from the Open Molecules 2025 dataset.

Cartesian coordinates (Å):
C  0.595  -0.999  0.582
C  -0.771  -1.010  1.071
C  0.903  0.884  -1.104
N  1.151  -0.266  -0.500
N  -1.797  -0.243  0.798
O  -0.738  2.179  0.927
O  -2.027  1.651  -1.068
S  -1.036  1.223  -0.144
H  1.204  -1.947  0.936
H  -0.929  -2.006  1.403
H  1.380  1.158  -2.085
H  2.065  -0.624  -0.816

Output
HOMO energy (alpha / beta) in eV: -8.656 / -8.652
Gap between HOMO and LUMO (alpha / beta) in eV: 7.54 / 7.54
Spin multiplicity: 1
E_LUMO (alpha / beta) in Eh: -0.041 / -0.041


Most stable: #two


#one
The following is a quantum chemistry calculation of one molecule with the formula C4H6S2, from the Open Molecules 2025 dataset.

Cartesian coordinates (Å):
C  0.458  -0.818  -0.810
C  -0.648  -1.355  -0.354
S  -1.905  -0.494  0.614
C  -0.828  0.836  1.165
S  -0.104  1.817  -0.141
C  1.049  0.553  -0.640
H  1.144  -1.475  -1.331
H  -1.000  -2.336  -0.675
H  -1.417  1.499  1.792
H  -0.053  0.348  1.805
H  1.442  0.850  -1.560
H  1.861  0.574  0.135

Output
HOMO energy in eV: -8.317
Gap between HOMO and LUMO in eV: 9.15
Spin multiplicity: 1
E_LUMO in Eh: 0.031


#two
The following is a quantum chemistry calculation of one molecule with the formula C4H6S2, from the Open Molecules 2025 dataset.

Cartesian coordinates (Å):
S  3.724  0.083  -0.148
C  2.055  -0.130  0.142
S  1.042  1.137  -0.128
C  -0.606  0.855  -0.330
C  -1.021  -0.559  -0.780
C  -1.326  -0.060  0.569
H  1.687  -1.058  0.765
H  -1.145  1.825  -0.469
H  -1.780  -0.705  -1.414
H  0.012  -1.253  -0.745
H  -2.166  0.117  1.181
H  -0.475  -0.254  1.358

Output
HOMO energy in eV: -8.465
Gap between HOMO and LUMO in eV: 7.98
Spin multiplicity: 1
E_LUMO in Eh: -0.018


#three
The following is a quantum chemistry calculation of one molecule with the formula C4H6S2, from the Open Molecules 2025 dataset.

Cartesian coordinates (Å):
C  -0.523  -0.957  -0.672
C  1.029  1.014  -0.977
C  0.226  0.187  -0.025
C  0.291  0.261  1.484
S  -1.993  -0.228  -1.379
S  -0.556  1.517  -0.995
H  -0.077  -1.540  -1.369
H  -0.807  -1.672  0.228
H  1.576  0.645  -1.741
H  0.779  -0.542  1.807
H  -0.737  0.143  1.768
H  0.792  1.173  1.872

Output
HOMO energy in eV: -8.447
Gap between HOMO and LUMO in eV: 8.38
Spin multiplicity: 1
E_LUMO in Eh: -0.003


Most stable: #one


#one
The following is a quantum chemistry calculation of an isolated ion of composition C4H13N2S2 and charge +1, from the Open Molecules 2025 dataset.

Cartesian coordinates (Å):
C  2.812  -1.142  -1.106
N  1.334  -1.156  -0.852
C  1.140  -0.055  0.138
C  -0.280  0.436  -0.193
N  -0.437  1.983  0.154
C  -1.416  -0.190  0.579
S  -3.105  0.102  -0.084
S  -4.286  -0.030  1.640
H  3.069  -0.277  -1.707
H  3.460  -1.238  -0.216
H  3.115  -2.045  -1.651
H  1.057  -2.054  -0.479
H  1.275  -0.465  1.152
H  1.823  0.785  -0.013
H  -0.381  0.558  -1.281
H  -0.183  2.276  1.096
H  -1.436  2.174  0.007
H  0.103  2.522  -0.521
H  -1.428  0.050  1.646
H  -1.083  -1.261  0.500
H  -5.153  -0.972  1.189

Output
HOMO energy in eV: -12.459
Gap between HOMO and LUMO in eV: 9.06
Net charge: +1
Spin multiplicity: 1
E_LUMO in Eh: -0.125


#two
The following is a quantum chemistry calculation of an isolated ion of composition C4H13N2S2 and charge +1, from the Open Molecules 2025 dataset.

Cartesian coordinates (Å):
N  0.572  0.823  -1.782
C  1.231  -0.327  -2.416
C  0.981  -1.597  -1.527
S  2.010  -1.442  0.069
S  1.020  -0.576  1.606
C  0.161  1.010  1.334
C  -1.337  0.845  1.450
N  -1.796  -0.316  2.308
H  1.102  1.688  -1.799
H  -0.218  1.107  -2.357
H  2.321  -0.277  -2.392
H  0.975  -0.632  -3.441
H  -0.067  -1.751  -1.238
H  1.212  -2.394  -2.238
H  0.567  1.660  2.128
H  0.526  1.401  0.379
H  -1.847  1.741  1.850
H  -1.739  0.797  0.426
H  -2.726  -0.118  2.681
H  -1.264  -0.444  3.176
H  -1.686  -1.197  1.785

Output
HOMO energy in eV: -11.770
Gap between HOMO and LUMO in eV: 8.25
Net charge: +1
Spin multiplicity: 1
E_LUMO in Eh: -0.129


#three
The following is a quantum chemistry calculation of a 2-piece molecular cluster, C4H13N2S2 overall, from the Open Molecules 2025 dataset.

Cartesian coordinates (Å):
C  -0.467  -0.496  1.299
N  -1.702  0.043  1.810
C  -2.715  0.292  1.039
N  -3.876  0.842  1.329
H  -0.190  -1.408  1.793
H  0.343  0.222  1.467
H  -0.611  -0.833  0.222
H  -1.642  0.318  2.765
H  -2.550  0.010  0.010
H  -4.128  1.312  2.161
H  -4.498  0.920  0.565
C  1.671  0.817  -2.464
C  1.919  -0.415  -1.578
S  2.733  0.231  -0.068
S  3.233  -1.539  0.808
H  2.526  1.388  -2.767
H  0.944  1.463  -1.969
H  1.053  0.466  -3.324
H  2.530  -1.143  -2.099
H  0.920  -0.841  -1.276
H  4.508  -1.648  0.279

Output
HOMO energy in eV: -11.831
Gap between HOMO and LUMO in eV: 8.33
Net charge: +1
Spin multiplicity: 1
E_LUMO in Eh: -0.129


#four
The following is a quantum chemistry calculation of an isolated ion of composition C4H13N2S2 and charge +1, from the Open Molecules 2025 dataset.

Cartesian coordinates (Å):
C  -2.163  -0.675  1.751
N  -1.685  0.512  0.958
C  -0.190  0.835  1.099
C  0.444  0.527  -0.375
N  -0.767  0.296  -1.259
C  1.599  -0.503  -0.249
S  2.025  -1.235  -1.913
S  4.008  -1.330  -2.546
H  -1.295  -1.407  1.776
H  -2.502  -0.406  2.816
H  -3.085  -1.071  1.286
H  -2.202  1.311  0.974
H  -0.203  1.975  1.328
H  0.479  0.305  1.746
H  0.777  1.444  -0.861
H  -1.521  -0.209  -0.770
H  -0.314  -0.026  -2.167
H  -1.156  1.330  -1.424
H  1.141  -1.320  0.362
H  2.496  -0.259  0.359
H  4.116  -0.096  -2.892

Output
HOMO energy in eV: -12.660
Gap between HOMO and LUMO in eV: 9.22
Net charge: +1
Spin multiplicity: 1
E_LUMO in Eh: -0.126


Most stable: #three